(1)
This record from OMol25 describes Cl3O12Tl as an isolated structure at a distorted geometry. The level of theory is ωB97M-V/def2-TZVPD.

ORCA input file:
```
! wB97M-V def2-TZVPD RIJCOSX def2/J DEFGRID3
* xyz 0 1
O 2.967 -0.577 -1.342
O -1.581 -1.951 2.369
Cl -0.730 0.264 -1.005
O -3.425 -0.631 1.829
O 2.646 1.595 -0.772
O -0.107 -0.394 -2.216
O -2.138 0.282 -1.241
O 3.767 1.193 -2.701
Tl 0.347 4.337 0.171
O 4.745 0.451 -0.873
O -0.268 1.657 -0.996
O -3.155 -3.094 1.860
O -0.430 -0.412 0.090
O -3.086 -1.584 3.845
Cl 3.474 0.657 -1.434
Cl -3.027 -1.794 2.415
*
```

Values from the calculation:
Total energy, a.u.: -2454.6944
Orbital gap, eV: 2.20
HOMO energy, Eh: -0.33537
Energy above the lowest of the compared OMol25 structures with the same formula, charge and spin, eV: 2.8420
Lowest unoccupied orbital energy, eV: -6.92

Which charges does Mulliken predict for the atoms? In e, they are: O -0.451; O -0.343; Cl 1.584; O -0.417; O -0.544; O -0.506; O -0.566; O -0.572; Tl 0.950; O -0.548; O -0.585; O -0.399; O -0.436; O -0.473; Cl 1.717; Cl 1.590

---

(2)
This record from OMol25 describes C10H10BrClIr as an isolated structure at a distorted geometry. The level of theory is ωB97M-V/def2-TZVPD.

ORCA input file:
```
! wB97M-V def2-TZVPD RIJCOSX def2/J DEFGRID3
* xyz -1 5
C 0.974 -1.617 -1.277
H -3.131 1.336 -0.237
H 2.008 1.573 -1.194
C -2.252 1.177 0.383
Cl -1.166 -2.579 0.086
C 1.554 -1.517 0.059
C 1.713 0.550 -0.997
Ir -0.379 -0.428 -0.206
C -0.102 1.323 1.241
H -0.441 -0.352 2.765
H -0.769 2.630 -0.482
H -2.977 -0.291 1.917
C 2.015 -0.177 0.208
C -2.163 0.283 1.480
H 2.587 0.178 1.071
H 0.748 -2.554 -1.762
Br -1.478 -0.331 -2.456
H 1.736 -2.350 0.743
H 0.929 1.622 1.438
H 1.185 -0.218 -3.014
C -0.991 1.834 0.223
C 1.203 -0.371 -1.939
C -0.800 0.281 1.952
*
```

Values from the calculation:
Total energy, a.u.: -3525.4874
Orbital gap (spin up / spin down), eV: 5.29 / 6.96
HOMO energy (spin up / spin down), Eh: -0.08057 / -0.14714
Energy above the lowest of the compared OMol25 structures with the same formula, charge and spin, eV: 0.2608
Lowest unoccupied orbital energy (spin up / spin down), eV: 3.10 / 2.96

Which charges does Mulliken predict for the atoms? In e, they are: C -0.355; H 0.419; H 0.401; C -0.534; Cl -0.606; C -0.436; C -0.667; Ir 1.058; C -0.674; H 0.332; H 0.307; H 0.409; C -0.437; C -0.115; H 0.488; H 0.397; Br -0.636; H 0.349; H 0.558; H 0.440; C -0.471; C -0.582; C -0.644

---

(3)
This record from OMol25 describes a single C5H10N2O2 molecule at a distorted geometry. The level of theory is ωB97M-V/def2-TZVPD.

ORCA input file:
```
! wB97M-V def2-TZVPD RIJCOSX def2/J DEFGRID3
* xyz 0 1
H -1.786 2.444 -0.099
C -1.076 -0.774 -1.222
H -2.414 1.633 -1.544
O 1.048 -2.026 0.978
H 3.334 -0.333 1.942
N 0.813 0.262 0.895
N -0.382 0.486 0.917
H -0.207 -0.537 -1.833
H -0.676 2.009 -1.396
H -0.941 -1.728 -0.720
O -2.403 -0.045 0.633
C 3.027 -0.646 0.947
H -1.960 -0.872 -1.852
H -1.970 0.368 1.538
C -1.355 0.327 -0.214
H 3.657 -1.500 0.716
C -1.571 1.697 -0.861
H 3.307 0.167 0.277
C 1.555 -0.930 0.898
*
```

Values from the calculation:
Total energy, a.u.: -456.3949
Orbital gap (spin up / spin down), eV: 7.72 / 7.72
SMILES: CC(=O)/N=N\C(C)(C)O
HOMO energy (spin up / spin down), Eh: -0.32358 / -0.32353
Energy above the lowest of the compared OMol25 structures with the same formula, charge and spin, eV: 4.3337
Lowest unoccupied orbital energy (spin up / spin down), eV: -1.09 / -1.08

Which charges does Mulliken predict for the atoms? In e, they are: H 0.377; C -1.584; H 0.355; O -0.538; H 0.275; N -0.052; N -0.485; H 0.337; H 0.357; H 0.371; O -0.635; C -1.021; H 0.430; H 0.468; C 1.568; H 0.338; C -1.575; H 0.306; C 0.708

---

(4)
This record from OMol25 describes a single FHNP molecule at a distorted geometry. The level of theory is ωB97M-V/def2-TZVPD.

ORCA input file:
```
! wB97M-V def2-TZVPD RIJCOSX def2/J DEFGRID3
* xyz 0 1
H 0.389 -1.519 0.448
P -0.587 -0.619 0.310
F -0.216 1.621 -0.617
N 0.415 0.517 -0.141
*
```

Values from the calculation:
Total energy, a.u.: -496.4517
Orbital gap, eV: 9.52
SMILES: [H]/P=N/F
HOMO energy, Eh: -0.37691
Energy above the lowest of the compared OMol25 structures with the same formula, charge and spin, eV: 3.2124
Lowest unoccupied orbital energy, eV: -0.74

Which charges does Mulliken predict for the atoms? In e, they are: H 0.085; P 0.158; F -0.133; N -0.109

---

(5)
This record from OMol25 describes C11H19Cl3O15S3 as an isolated structure at a distorted geometry. The level of theory is ωB97M-V/def2-TZVPD.

ORCA input file:
```
! wB97M-V def2-TZVPD RIJCOSX def2/J DEFGRID3
* xyz 0 1
O -1.743 -0.613 -6.860
S 1.107 9.019 -1.583
C 3.394 -3.925 5.082
C -2.894 -4.834 5.372
O -2.965 1.661 -7.191
Cl 1.519 2.088 -2.046
C 0.487 0.673 -1.369
H -0.930 6.281 -2.301
O -2.104 -3.731 4.868
O 0.309 7.651 -1.186
C -0.051 -0.221 -8.388
H 5.218 -3.245 6.131
H 0.362 -0.609 -9.319
H -1.165 -2.120 -8.180
H -2.329 -5.752 5.213
H -1.219 8.046 -2.368
S 3.701 -1.969 3.589
H 2.893 -3.338 5.851
Cl -1.241 1.126 -1.493
S -1.629 1.040 -7.039
C -0.460 7.264 -2.325
O 3.927 -1.563 2.176
H -0.047 -1.780 -6.869
O 5.100 -2.598 4.185
C -0.750 -1.322 -7.565
O -3.669 -4.060 3.358
H 0.722 0.594 -0.307
O -0.957 0.795 -8.492
C 0.519 7.460 -3.452
C -3.134 -4.433 6.820
O -2.033 -2.640 2.906
H 5.399 -4.556 4.958
H 0.731 0.292 -7.829
O 1.486 8.401 -3.054
O -0.704 1.766 -6.186
H -2.163 -4.188 7.251
H -3.497 -5.289 7.389
O 2.956 -3.415 3.786
H 0.038 7.778 -4.377
H -3.843 -3.615 6.941
Cl 0.916 -0.778 -2.313
O 3.158 -0.965 4.491
C -2.559 -3.445 3.616
O 0.240 10.139 -1.775
C -4.132 -4.626 4.501
H 1.119 6.579 -3.678
H -4.531 -5.625 4.323
H -4.901 -4.022 4.984
O 2.301 9.205 -0.741
H 3.166 -4.962 5.331
C 4.882 -3.619 5.163
*
```

Values from the calculation:
Total energy, a.u.: -4134.1227
Orbital gap, eV: 11.24
HOMO energy, Eh: -0.39855
Energy above the lowest of the compared OMol25 structures with the same formula, charge and spin, eV: 2.3250
Lowest unoccupied orbital energy, eV: 0.39

Which charges does Mulliken predict for the atoms? In e, they are: O -0.302; S 1.108; C -0.389; C 0.371; O -0.535; Cl -0.141; C 0.037; H 0.341; O -0.335; O -0.328; C -0.427; H 0.255; H 0.320; H 0.296; H 0.338; H 0.314; S 1.091; H 0.294; Cl -0.105; S 1.079; C -0.361; O -0.516; H 0.236; O -0.305; C -0.182; O -0.291; H 0.325; O -0.313; C -0.236; C -1.339; O -0.557; H 0.263; H 0.316; O -0.299; O -0.486; H 0.331; H 0.392; O -0.311; H 0.244; H 0.336; Cl -0.113; O -0.526; C 0.663; O -0.516; C -0.538; H 0.272; H 0.319; H 0.310; O -0.541; H 0.356; C -0.213

---

(6)
This record from OMol25 describes a single C4H6ClNS molecule at a distorted geometry. The level of theory is ωB97M-V/def2-TZVPD.

ORCA input file:
```
! wB97M-V def2-TZVPD RIJCOSX def2/J DEFGRID3
* xyz 0 1
N 2.258 -0.051 -0.196
Cl -0.223 1.600 0.009
C -0.136 -0.151 0.012
H 2.058 0.921 0.068
C 1.103 -0.721 -0.108
S -2.835 -0.476 0.014
H 4.269 0.186 -0.215
H 1.208 -1.816 -0.202
H 3.754 -0.747 1.155
H 3.800 -1.477 -0.364
H -1.115 -2.050 -0.007
C -1.305 -0.947 0.051
C 3.567 -0.554 0.138
*
```

Values from the calculation:
Total energy, a.u.: -1069.1128
Orbital gap, eV: 8.10
SMILES: CN/C=C(\Cl)C=S
HOMO energy, Eh: -0.30086
Energy above the lowest of the compared OMol25 structures with the same formula, charge and spin, eV: 0.7014
Lowest unoccupied orbital energy, eV: -0.09

Which charges does Mulliken predict for the atoms? In e, they are: N -0.198; Cl -0.233; C 0.541; H 0.208; C -0.142; S -0.271; H 0.317; H 0.238; H 0.356; H 0.332; H 0.183; C -0.417; C -0.914

---

(7)
This record from OMol25 describes a single C2H3NO2S molecule at a distorted geometry. The level of theory is ωB97M-V/def2-TZVPD.

ORCA input file:
```
! wB97M-V def2-TZVPD RIJCOSX def2/J DEFGRID3
* xyz 0 1
O 2.302 -0.763 -0.256
H -1.455 -0.462 0.701
S 1.342 1.982 0.096
N 1.112 -0.840 -0.032
H -1.512 1.283 0.281
C 0.339 0.336 -0.032
H -1.515 0.025 -0.970
O 0.502 -1.872 0.203
C -1.113 0.310 0.010
*
```

Values from the calculation:
Total energy, a.u.: -681.2458
Orbital gap (spin up / spin down), eV: 6.88 / 6.88
SMILES: CC(=S)[N+](=O)[O-]
HOMO energy (spin up / spin down), Eh: -0.35378 / -0.35385
Energy above the lowest of the compared OMol25 structures with the same formula, charge and spin, eV: 5.8098
Lowest unoccupied orbital energy (spin up / spin down), eV: -2.75 / -2.75

Which charges does Mulliken predict for the atoms? In e, they are: O -0.501; H 0.320; S -0.090; N 0.916; H 0.324; C 0.116; H 0.289; O -0.543; C -0.831

---

(8)
This record from OMol25 describes a 2-piece molecular cluster, C3H10NO overall at a distorted geometry. The level of theory is ωB97M-V/def2-TZVPD.

ORCA input file:
```
! wB97M-V def2-TZVPD RIJCOSX def2/J DEFGRID3
* xyz 0 2
H 2.094 2.165 -0.714
H 1.291 2.477 -2.519
C -0.859 -1.557 1.677
O 1.521 1.392 -0.769
H -0.324 0.245 0.861
H 0.163 0.998 -2.250
H -0.974 -1.910 2.688
N -0.852 -0.053 1.686
H -0.717 -1.613 -0.469
C -0.864 -2.184 0.456
H 1.853 0.796 -2.702
H -0.315 0.295 2.464
H -1.709 0.548 1.620
H -1.452 -3.055 0.169
C 1.143 1.455 -2.200
*
```

Values from the calculation:
Total energy, a.u.: -250.1114
Orbital gap (spin up / spin down), eV: 4.57 / 8.44
HOMO energy (spin up / spin down), Eh: -0.14598 / -0.29345
Energy above the lowest of the compared OMol25 structures with the same formula, charge and spin, eV: 2.8682
Lowest unoccupied orbital energy (spin up / spin down), eV: 0.60 / 0.46

Which charges does Mulliken predict for the atoms? In e, they are: H 0.292; H 0.305; C -0.194; O -0.502; H 0.135; H 0.197; H 0.400; N -0.579; H 0.164; C -1.013; H 0.221; H 0.453; H 0.377; H 0.254; C -0.509